# 1
Molecular formula: C11H7CuNO4
Method: DFT, ωB97M-V/def2-TZVPD

Last column: Löwdin charge in e.
Geometry (Å):
Cu1 1.921 -0.953 -1.590  0.211
O1 -0.294 -2.164 -3.315  0.284
C1 0.554 -1.715 -2.678  0.039
C2 3.239 -0.167 -0.459  0.039
O2 4.011 0.319 0.244  0.284
C3 1.827 0.662 -2.603  0.042
O3 1.744 1.649 -3.191  0.285
C4 2.020 -2.570 -0.581  0.042
O4 2.053 -3.533 0.049  0.285
H1 4.877 -2.707 -4.508  0.007
H2 5.445 -2.380 -4.038  0.007
N1 0.549 -0.291 -0.401  0.110
C5 -0.286 0.124 0.284  0.017
C6 -1.331 0.649 1.125  -0.209
C7 -1.012 1.274 2.338  -0.007
C8 -2.029 1.788 3.150  -0.022
C9 -3.365 1.678 2.753  -0.007
C10 -3.686 1.054 1.543  -0.022
C11 -2.671 0.540 0.729  -0.007
H3 0.021 1.366 2.654  0.124
H4 -1.782 2.271 4.086  0.124
H5 -4.151 2.076 3.381  0.128
H6 -4.721 0.970 1.236  0.124
H7 -2.931 0.060 -0.207  0.123

As for the lowest unoccupied orbital energy (alpha / beta): -0.3372 / -0.3918 Ha. Its molar mass is 280.726 g mol⁻¹. As for the charge: +2. The value obtained for the total energy is -2418.79378 a.u. Its HOMO energy (alpha / beta) is -0.581 / -0.581 hartree. As for the spin multiplicity: 2.

---

# 2
Molecular formula: C11H7F2NO2PdSe4
Method: DFT, ωB97M-V/def2-TZVPD

Last column: Löwdin charge in e.
Geometry (Å):
Pd1 0.030 -0.314 0.324  0.593
Se1 0.183 -0.600 2.714  0.089
Se2 -1.059 0.928 3.761  0.023
Se3 -2.342 2.459 0.582  0.199
Se4 -2.576 0.338 0.208  0.162
O1 -0.032 -0.018 -3.769  0.082
C1 0.061 0.086 -2.568  -0.611
O2 -0.263 -0.797 -1.696  -0.168
C2 0.662 1.386 -1.994  -0.164
C3 1.116 2.390 -2.865  0.029
C4 1.633 3.535 -2.332  0.024
C5 1.686 3.698 -0.929  -0.144
C6 2.187 4.859 -0.302  -0.024
C7 2.190 4.963 1.062  -0.066
C8 1.697 3.913 1.859  -0.053
C9 1.215 2.771 1.286  -0.057
C10 1.204 2.645 -0.116  -0.224
N1 0.715 1.513 -0.687  0.051
H1 1.034 2.202 -3.926  0.125
H2 2.000 4.330 -2.967  0.123
H3 2.561 5.663 -0.923  0.116
H4 2.569 5.856 1.536  0.107
H5 1.697 4.012 2.935  0.113
H6 0.826 1.961 1.889  -0.005
F1 2.489 -0.704 -0.868  0.051
C11 1.901 -1.053 0.286  -0.487
F2 1.724 -2.387 0.289  0.026
H7 2.515 -0.736 1.134  0.092

As for the lowest unoccupied orbital energy (alpha / beta): -0.0333 / -0.1080 Ha. Its molar mass is 645.438 g mol⁻¹. As for the charge: 0. The value obtained for the total energy is -10561.93159 a.u. Its HOMO energy (alpha / beta) is -0.306 / -0.303 hartree. As for the spin multiplicity: 5.

---

# 3
Molecular formula: C11H7I2N3O
Method: DFT, ωB97M-V/def2-TZVPD

Last column: Löwdin charge in e.
Geometry (Å):
O1 0.584 3.941 -2.709  0.093
I1 3.419 -1.114 -0.814  0.755
I2 -2.670 -0.050 1.377  0.766
C1 -0.066 3.236 -2.002  -0.483
C2 0.267 -3.033 2.598  -0.087
C3 0.239 -3.765 1.333  -0.086
C4 0.284 -1.696 2.299  -0.129
C5 0.275 -2.842 0.324  -0.120
C6 1.455 1.241 -1.296  -0.071
C7 1.497 0.025 -0.591  -0.486
C8 -0.764 0.446 0.218  -0.376
C9 0.292 1.995 -1.338  -0.088
C10 0.366 -0.407 0.174  -0.294
C11 -0.817 1.598 -0.580  -0.255
N1 0.386 -1.595 0.901  -0.122
N2 -1.384 3.491 -1.759  0.107
N3 -1.820 2.569 -0.752  0.044
H1 0.191 -3.480 3.597  0.099
H2 0.092 -4.850 1.191  0.101
H3 0.203 -0.917 3.054  0.115
H4 0.196 -3.085 -0.740  0.130
H5 2.294 1.545 -1.910  0.105
H6 -1.729 4.455 -1.822  0.174
H7 -2.790 2.289 -0.753  0.109

As for the lowest unoccupied orbital energy: -0.0266 Ha. Its molar mass is 451.005 g mol⁻¹. As for the charge: 0. The value obtained for the total energy is -1258.22000 a.u. The SMILES is O=c1[nH][nH]c2c(I)c(-n3cccc3)c(I)cc12. Its HOMO energy is -0.317 hartree.

---

# 4
Molecular formula: C11H8BrCdNO4
Method: DFT, ωB97M-V/def2-TZVPD

Last column: Löwdin charge in e.
Geometry (Å):
Cd1 -0.432 -1.247 0.510  1.101
C1 0.900 -1.183 1.820  -0.155
O1 1.722 -1.143 2.631  0.261
C2 -1.246 -2.612 1.556  -0.142
O2 -1.714 -3.435 2.213  0.273
C3 0.548 -2.568 -0.452  -0.089
O3 1.157 -3.367 -1.019  0.260
C4 -1.443 0.072 1.440  -0.141
O4 -2.038 0.871 2.019  0.250
C5 -1.686 -0.826 -1.397  -0.105
H1 -2.022 0.203 -1.334  0.096
H2 -1.061 -1.073 -2.248  0.084
C6 -2.334 -1.822 -0.690  -0.125
H3 -2.225 -2.862 -0.977  0.098
H4 -3.186 -1.587 -0.063  0.099
Br1 2.210 2.227 -3.363  0.841
C7 1.640 2.024 -1.551  -0.619
C8 1.900 3.024 -0.618  -0.046
C9 1.496 2.852 0.702  0.007
C10 0.829 1.682 1.069  -0.114
N1 0.552 0.701 0.143  -0.131
C11 0.967 0.867 -1.148  -0.164
H5 2.424 3.926 -0.911  0.130
H6 1.705 3.616 1.440  0.134
H7 0.544 1.565 2.106  0.114
H8 0.793 0.092 -1.876  0.081

As for the lowest unoccupied orbital energy: -0.3148 Ha. Its molar mass is 410.504 g mol⁻¹. As for the charge: +2. The value obtained for the total energy is -3520.44857 a.u. Its HOMO energy is -0.585 hartree.

---

# 5
Molecular formula: C11H8BrN2O3Sn
Method: DFT, ωB97M-V/def2-TZVPD

Last column: Löwdin charge in e.
Geometry (Å):
Sn1 2.250 0.607 1.183  1.294
O1 -0.237 -4.334 -2.097  0.133
C1 0.227 -3.321 -1.372  -0.283
C2 -0.278 -2.963 -0.119  0.041
C3 0.286 -1.896 0.536  -0.087
N1 1.299 -1.173 0.025  -0.135
C4 1.777 -1.538 -1.175  -0.723
Br1 3.221 -0.532 -1.867  0.784
C5 1.286 -2.586 -1.910  -0.014
H1 -0.957 -4.797 -1.650  0.138
H2 -1.087 -3.510 0.345  0.134
H3 -0.056 -1.611 1.521  0.118
H4 1.701 -2.847 -2.872  0.130
O2 -1.287 0.606 3.289  0.139
C6 -0.373 0.815 2.541  -0.579
O3 0.812 0.242 2.607  -0.282
C7 -0.542 1.778 1.379  -0.180
C8 -1.699 2.515 1.217  0.040
C9 -1.791 3.365 0.126  -0.002
C10 -0.731 3.449 -0.768  -0.017
C11 0.395 2.682 -0.540  -0.096
N2 0.476 1.864 0.515  -0.062
H5 -2.491 2.407 1.944  0.136
H6 -2.681 3.960 -0.027  0.126
H7 -0.770 4.101 -1.629  0.122
H8 1.251 2.717 -1.202  0.121

As for the lowest unoccupied orbital energy: -0.1354 Ha. Its molar mass is 414.811 g mol⁻¹. As for the charge: +1. The value obtained for the total energy is -3547.38455 a.u. Its HOMO energy is -0.485 hartree.

---

# 6
Molecular formula: C11H8Cl2N2O2
Method: DFT, ωB97M-V/def2-TZVPD

Last column: Löwdin charge in e.
Geometry (Å):
O1 -2.314 -1.757 -2.451  0.096
Cl1 1.341 2.614 5.743  0.699
Cl2 -1.723 2.144 1.313  0.739
N1 1.398 -0.067 -0.374  0.102
O2 -0.579 -1.241 -3.932  -0.042
C1 -1.187 -1.298 -2.688  -0.382
C2 0.351 0.125 0.388  -0.253
C3 -0.849 -0.321 -0.344  0.024
C4 -0.418 -0.789 -1.549  -0.168
C5 1.863 0.862 3.778  -0.101
C6 -0.049 2.266 3.461  -0.130
C7 1.636 0.290 2.527  -0.017
C8 1.000 1.854 4.250  -0.699
C9 -0.337 1.668 2.233  -0.584
C10 0.553 0.710 1.733  -0.188
N2 0.963 -0.649 -1.532  0.048
C11 -1.306 -1.975 -4.918  -0.068
H1 -1.910 -0.278 -0.054  0.107
H2 2.726 0.548 4.376  0.110
H3 -0.710 3.087 3.793  0.116
H4 2.377 -0.463 2.190  0.127
H5 1.615 -0.847 -2.299  0.167
H6 -2.213 -1.422 -5.252  0.107
H7 -1.576 -2.992 -4.597  0.099
H8 -0.654 -2.070 -5.795  0.092

As for the lowest unoccupied orbital energy: 0.0177 Ha. Its molar mass is 271.103 g mol⁻¹. As for the charge: 0. The value obtained for the total energy is -1604.34853 a.u. The SMILES is COC(=O)c1cc(-c2ccc(Cl)cc2Cl)n[nH]1. Its HOMO energy is -0.328 hartree.

---

# 7
Molecular formula: C11H8N2NiS4Te
Method: DFT, ωB97M-V/def2-TZVPD

Last column: Löwdin charge in e.
Geometry (Å):
Ni1 1.130 0.902 -3.532  -0.436
S1 1.456 2.249 -0.523  0.272
C1 1.173 2.365 -2.233  -1.811
S2 -0.343 2.615 -2.993  0.362
S3 2.735 2.506 -3.144  0.094
S4 -0.626 -2.432 1.394  0.954
C2 -0.081 -1.844 -0.176  -0.590
C3 1.257 -1.549 -0.410  -0.114
C4 1.629 -1.002 -1.620  -0.157
N1 0.748 -0.695 -2.604  -0.037
C5 -0.544 -1.051 -2.385  -0.144
C6 -0.992 -1.601 -1.207  -0.104
C7 -0.891 -0.927 2.288  -0.515
C8 -0.597 0.334 1.788  -0.068
C9 -0.845 1.432 2.600  -0.138
N2 -1.351 1.368 3.834  0.030
C10 -1.624 0.146 4.293  -0.198
C11 -1.419 -1.017 3.577  -0.134
H1 2.001 -1.703 0.360  0.104
H2 2.659 -0.738 -1.819  0.102
H3 -1.232 -0.814 -3.185  0.098
H4 -2.045 -1.811 -1.076  0.095
H5 -0.172 0.506 0.804  0.041
H6 -0.611 2.417 2.212  0.099
H7 -2.037 0.092 5.297  0.087
H8 -1.666 -1.979 4.012  0.086
Te1 2.289 2.231 -5.552  0.021

As for the lowest unoccupied orbital energy (alpha / beta): 0.1544 / 0.1544 Ha. Its molar mass is 482.760 g mol⁻¹. As for the charge: -2. The value obtained for the total energy is -3902.57106 a.u. Its HOMO energy (alpha / beta) is 0.007 / 0.007 hartree.

---

# 8
Molecular formula: C11H8N2S
Method: DFT, ωB97M-V/def2-TZVPD

Last column: Löwdin charge in e.
Geometry (Å):
C1 -2.400 -2.946 -1.605  -0.327
C2 -2.365 -1.859 0.605  -0.269
C3 1.157 2.895 0.116  -0.097
C4 0.876 2.716 -1.178  -0.091
C5 0.932 1.873 1.050  -0.014
C6 0.466 1.421 -1.661  -0.045
C7 0.420 0.674 0.636  -0.268
C8 0.223 0.438 -0.735  -0.191
C9 0.339 -0.528 1.433  -0.208
C10 0.786 -1.630 0.514  -0.340
C11 -1.720 -2.250 -0.589  -0.528
N1 -2.926 -3.378 -2.502  0.148
N2 -2.693 -1.294 1.583  0.145
S1 -0.213 -1.527 -0.957  1.198
H1 1.603 3.870 0.468  0.131
H2 1.367 3.417 -1.888  0.122
H3 1.221 1.887 2.111  0.127
H4 0.110 1.407 -2.673  0.106
H5 0.909 -0.488 2.419  0.164
H6 -0.623 -0.743 1.716  0.037
H7 1.769 -1.334 0.223  0.096
H8 0.761 -2.623 0.916  0.104

As for the lowest unoccupied orbital energy: -0.0073 Ha. Its molar mass is 200.266 g mol⁻¹. As for the charge: 0. The value obtained for the total energy is -931.53946 a.u. Its HOMO energy is -0.319 hartree.

---

# 9
Molecular formula: C11H9AsBaBrNO7S
Method: DFT, ωB97M-V/def2-TZVPD

Last column: Löwdin charge in e.
Geometry (Å):
Ba1 0.430 -0.830 1.303  1.946
O1 1.339 -1.218 -1.256  -0.425
As1 2.979 -0.565 -0.816  0.827
O2 4.064 -1.328 -1.750  -0.455
O3 2.865 -0.817 0.829  -0.732
C1 2.905 1.332 -1.261  -0.217
C2 3.964 1.658 -2.102  -0.097
C3 4.170 2.960 -2.541  -0.069
C4 3.307 3.960 -2.140  -0.065
C5 2.238 3.652 -1.308  -0.060
C6 2.028 2.358 -0.862  -0.243
S1 0.585 2.158 0.188  0.420
O4 1.076 1.693 1.503  -0.533
O5 -0.094 3.421 0.218  -0.298
O6 -0.201 1.050 -0.402  -0.538
H1 1.451 -1.763 -2.043  0.044
H2 4.629 0.865 -2.420  0.092
H3 5.004 3.182 -3.195  0.106
H4 3.452 4.979 -2.474  0.107
H5 1.544 4.419 -0.996  0.107
O7 -6.019 -3.643 1.804  0.101
C7 -4.834 -3.012 1.797  -0.301
C8 -4.702 -1.635 1.631  0.015
C9 -3.434 -1.095 1.641  -0.115
N1 -2.324 -1.824 1.808  -0.101
C10 -2.485 -3.126 1.959  -0.743
Br1 -0.885 -4.138 2.161  0.761
C11 -3.692 -3.790 1.967  -0.029
H6 -6.740 -3.016 1.672  0.123
H7 -5.566 -0.998 1.490  0.123
H8 -3.291 -0.030 1.504  0.126
H9 -3.762 -4.859 2.092  0.122

As for the lowest unoccupied orbital energy: -0.0120 Ha. Its molar mass is 591.414 g mol⁻¹. As for the charge: 0. The value obtained for the total energy is -6239.61131 a.u. Its HOMO energy is -0.340 hartree.

---

# 10
Molecular formula: C11H9BrN2
Method: DFT, ωB97M-V/def2-TZVPD

Last column: Löwdin charge in e.
Geometry (Å):
C1 -0.117 2.218 -0.059  -0.230
C2 -0.822 -0.897 -2.926  -0.012
C3 -0.849 0.259 -2.064  0.031
C4 -0.744 -2.157 -2.344  -0.096
C5 -0.988 0.026 -0.717  -0.256
C6 -1.002 -2.202 -0.964  -0.663
C7 1.310 -1.023 1.769  0.091
C8 1.741 0.081 1.823  -0.261
C9 -1.308 0.907 1.558  0.124
C10 -0.801 1.069 0.331  -0.262
C11 2.172 1.403 1.855  -0.137
N1 0.516 3.090 -0.462  0.196
N2 -1.078 -1.174 -0.156  0.079
Br1 -0.932 -3.946 -0.061  0.653
H1 -0.619 -0.886 -3.974  0.101
H2 -0.683 1.266 -2.221  0.081
H3 -0.529 -2.899 -3.059  0.093
H4 0.824 -2.003 1.900  0.038
H5 -1.747 -0.009 1.796  0.060
H6 -1.273 1.632 2.371  0.096
H7 3.117 1.502 2.462  0.104
H8 1.410 2.123 2.307  0.108
H9 2.404 1.620 0.836  0.062

As for the lowest unoccupied orbital energy: -0.0098 Ha. Its molar mass is 249.111 g mol⁻¹. As for the charge: 0. The value obtained for the total energy is -3107.95577 a.u. The SMILES is C=C(C#N)c1cccc(Br)n1.C#CC. Its HOMO energy is -0.342 hartree.

---

# 11
Molecular formula: C11H9Cl28FO2S
Method: DFT, ωB97M-V/def2-TZVPD

Last column: Löwdin charge in e.
Geometry (Å):
C1 3.949 -4.949 0.191  -0.099
O1 3.442 -4.302 -0.955  -0.200
C2 2.058 -4.472 -1.139  -0.273
C3 1.286 -3.419 -0.351  -0.636
S1 1.877 -1.732 -0.705  0.800
O2 -0.080 -3.451 -0.728  -0.131
C4 -0.916 -4.187 0.080  -0.235
F1 -1.136 -5.436 -0.481  -0.023
H1 3.741 -4.400 1.107  0.084
H2 5.014 -5.063 0.058  0.088
H3 3.523 -5.942 0.316  0.088
H4 1.728 -5.454 -0.796  0.128
H5 1.824 -4.412 -2.187  0.033
H6 1.437 -3.597 0.708  0.105
H7 2.613 -1.473 0.384  -0.124
H8 -1.871 -3.680 0.154  0.132
H9 -0.518 -4.338 1.082  0.133
C5 0.313 2.075 0.158  -2.009
Cl1 1.795 1.754 -0.745  0.502
Cl2 -0.277 3.696 -0.234  0.522
Cl3 -0.908 0.877 -0.285  0.470
Cl4 0.659 1.980 1.888  0.504
C6 2.062 2.640 -5.236  -2.050
Cl5 1.427 3.819 -6.390  0.524
Cl6 2.166 1.056 -6.010  0.525
Cl7 3.672 3.144 -4.706  0.524
Cl8 0.989 2.540 -3.841  0.479
C7 1.059 -5.447 -5.152  -2.036
Cl9 0.492 -4.167 -6.228  0.525
Cl10 1.027 -6.993 -6.005  0.526
Cl11 2.719 -5.092 -4.643  0.554
Cl12 0.004 -5.532 -3.737  0.568
C8 -3.067 0.716 3.724  -2.036
Cl13 -2.568 0.469 5.400  0.534
Cl14 -4.745 0.201 3.517  0.533
Cl15 -2.933 2.432 3.318  0.489
Cl16 -2.027 -0.222 2.652  0.497
C9 0.246 5.898 3.929  -2.036
Cl17 1.717 5.632 2.988  0.528
Cl18 -0.446 7.468 3.503  0.525
Cl19 -0.917 4.613 3.566  0.433
Cl20 0.634 5.865 5.653  0.517
C10 -2.798 0.896 -3.829  -2.041
Cl21 -2.257 2.374 -3.027  0.483
Cl22 -2.388 0.981 -5.545  0.526
Cl23 -2.004 -0.512 -3.109  0.510
Cl24 -4.548 0.737 -3.646  0.530
C11 -3.415 7.281 7.067  -2.050
Cl25 -2.047 8.109 7.819  0.520
Cl26 -4.454 8.467 6.270  0.525
Cl27 -2.814 6.129 5.873  0.491
Cl28 -4.339 6.424 8.305  0.525

As for the lowest unoccupied orbital energy: 0.0017 Ha. Its molar mass is 1216.940 g mol⁻¹. As for the charge: 0. The value obtained for the total energy is -13958.31440 a.u. The SMILES is COC[C@@H](S)OCF.ClC(Cl)(Cl)Cl.ClC(Cl)(Cl)Cl.ClC(Cl)(Cl)Cl.ClC(Cl)(Cl)Cl.ClC(Cl)(Cl)Cl.ClC(Cl)(Cl)Cl.ClC(Cl)(Cl)Cl. Its HOMO energy is -0.342 hartree.

---

# 12
Molecular formula: C11H9ClN2O
Method: DFT, ωB97M-V/def2-TZVPD

Last column: Löwdin charge in e.
Geometry (Å):
O1 0.669 1.609 -0.155  0.123
C1 0.183 0.509 -0.051  -0.323
C2 -1.282 0.286 -0.052  -0.152
C3 -2.099 1.405 -0.234  -0.002
C4 -3.473 1.290 -0.250  -0.086
C5 -4.048 0.038 -0.079  -0.668
C6 -3.256 -1.087 0.105  -0.095
C7 -1.880 -0.963 0.118  -0.023
H1 -1.285 -1.850 0.265  0.109
H2 -3.718 -2.053 0.238  0.107
Cl1 -5.763 -0.124 -0.096  0.695
H3 -4.097 2.157 -0.392  0.109
H4 -1.625 2.366 -0.364  0.123
C8 1.067 -0.736 0.097  -0.070
N1 2.457 -0.404 0.019  -0.101
C9 3.287 -0.575 -1.040  -0.180
N2 4.483 -0.120 -0.806  0.054
C10 4.442 0.389 0.453  -0.155
C11 3.195 0.227 0.982  -0.075
H5 2.779 0.498 1.930  0.116
H6 5.310 0.834 0.896  0.092
H7 2.975 -1.046 -1.951  0.122
H8 0.827 -1.445 -0.701  0.139
H9 0.851 -1.202 1.066  0.142

As for the lowest unoccupied orbital energy: -0.0125 Ha. Its molar mass is 220.659 g mol⁻¹. As for the charge: 0. The value obtained for the total energy is -1069.51863 a.u. The SMILES is O=C(Cn1ccnc1)c1ccc(Cl)cc1. Its HOMO energy is -0.321 hartree.